DFT (the ωB97M-V functional and the def2-TZVPD basis) results for C6H15N in the gas phase at a distorted geometry.

* largest force on an atom: 2.090 eV/Å
* structure (SMILES): CC[C@H](C)[C@@H](C)N
* molecular weight: 101.193 g mol⁻¹
* E_HOMO: -0.346 Ha
* energy relative to the best compared isomer or geometry (same formula, charge and spin): 14.75 kcal per mole

Last columns: bonded neighbours and bond lengths (Å).
Cartesian coordinates (Å):
1 H 2.80 -0.02 1.17  C6 1.087
2 H -2.31 -0.01 1.18  N22 1.015
3 H -0.43 -2.08 -0.21  C17 1.092
4 H -0.48 1.71 -0.30  C19 1.100
5 H -2.37 1.04 -1.72  C20 1.097
6 C 2.77 -0.31 0.13  H1 1.087, C7 1.539, H14 1.094, H16 1.096
7 C 1.49 0.10 -0.62  C6 1.539, H11 1.101, C15 1.560, H21 1.085
8 H -2.11 -0.63 -1.37  C20 1.100
9 H -0.81 -1.63 1.38  C17 1.092
10 H -1.63 1.43 1.69  N22 1.014
11 H 1.19 -0.52 -1.47  C7 1.101
12 H -0.87 0.12 -2.18  C20 1.086
13 H 0.87 -1.98 1.09  C17 1.084
14 H 2.86 -1.40 0.08  C6 1.094
15 C 0.28 -0.06 0.35  C7 1.560, C17 1.529, H18 1.098, C19 1.528
16 H 3.63 0.23 -0.29  C6 1.096
17 C -0.01 -1.54 0.64  H3 1.092, H9 1.092, H13 1.084, C15 1.529
18 H 0.50 0.43 1.31  C15 1.098
19 C -0.95 0.73 -0.08  H4 1.100, C15 1.528, C20 1.521, N22 1.498
20 C -1.59 0.34 -1.40  H5 1.097, H8 1.100, H12 1.086, C19 1.521
21 H 1.48 1.12 -0.99  C7 1.085
22 N -2.05 0.94 0.91  H2 1.015, H10 1.014, C19 1.498

Formally, the Mulliken partial charges of the atoms, in units of the elementary charge, are as follows: number 1, H, carries 0.328; number 2, H, carries 0.308; number 3, H, carries 0.314; number 4, H, carries 0.347; number 5, H, carries 0.352; number 6, C, carries -1.283; number 7, C, carries -0.474; number 8, H, carries 0.325; number 9, H, carries 0.405; number 10, H, carries 0.308; number 11, H, carries 0.289; number 12, H, carries 0.363; number 13, H, carries 0.460; number 14, H, carries 0.331; number 15, C, carries 0.443; number 16, H, carries 0.366; number 17, C, carries -1.591; number 18, H, carries 0.215; number 19, C, carries -0.046; number 20, C, carries -1.465; number 21, H, carries 0.407; number 22, N, carries -0.703